C17H23NO4 | the ωB97M-V functional and the def2-TZVPD basis

The value obtained for the energy relative to the best compared isomer or geometry (same formula, charge and spin) is 197.8 kJ/mol. The orbital gap is 9.360 eV. As for the SMILES: Cc1cc(C)c(OCC(=O)O[C@H](C)C(=O)NC2CC2)c(C)c1. For the strongest force on any atom, the calculation gives 0.74 eV/Å.

XYZ file:
```
45
Properties=species:S:1:pos:R:3:mulliken_charge:R:1
C -1.2898 3.7787 0.3147 -1.84
C -0.2174 2.7426 0.4692 0.65
C 0.8118 2.6602 -0.4596 -0.80
C 1.8316 1.7345 -0.3292 1.21
C 2.9289 1.6328 -1.3398 -1.61
C 1.8266 0.8697 0.7708 0.85
O 2.9218 0.0189 0.8945 -0.56
C 2.6777 -1.3657 0.8763 -0.75
C 1.6142 -1.7620 -0.1436 0.76
O 1.5746 -1.3876 -1.2821 -0.55
O 0.7181 -2.5720 0.4297 -0.34
C -0.3094 -3.1466 -0.3939 0.38
C 0.2548 -4.1339 -1.4060 -1.48
C -1.1870 -2.0889 -1.0981 0.39
O -1.7479 -2.3374 -2.1386 -0.66
N -1.3436 -0.9470 -0.3977 0.13
C -2.1110 0.1606 -0.8756 0.02
C -3.2360 0.6499 -0.0118 -0.51
C -3.5312 -0.0769 -1.2865 -0.82
C 0.8076 0.9343 1.7211 0.40
C 0.8007 0.0627 2.9453 -1.80
C -0.2070 1.8692 1.5430 -0.42
H -1.7626 3.6993 -0.6631 0.34
H -2.0495 3.6730 1.0849 0.37
H -0.8582 4.7761 0.3922 0.47
H 0.8184 3.3344 -1.3042 0.37
H 2.8631 0.6690 -1.8436 0.23
H 3.8991 1.6870 -0.8506 0.33
H 2.8508 2.4259 -2.0782 0.44
H 2.3897 -1.7578 1.8593 0.29
H 3.6257 -1.8263 0.5764 0.37
H -0.9484 -3.6711 0.3279 0.35
H -0.5693 -4.5576 -1.9717 0.41
H 0.9158 -3.6185 -2.0977 0.32
H 0.8009 -4.9259 -0.8993 0.39
H -0.7917 -0.7829 0.4319 -0.04
H -1.5259 0.8892 -1.4272 0.45
H -3.4189 1.7110 0.0370 0.18
H -3.4109 0.1303 0.9179 0.26
H -3.9103 0.4793 -2.1288 0.21
H -3.9036 -1.0864 -1.2286 0.25
H 0.1502 0.4917 3.7042 0.47
H 0.4379 -0.9423 2.7214 0.24
H 1.8052 -0.0178 3.3571 0.37
H -0.9957 1.9247 2.2804 0.29
```

C17H24As2ClIrO5S | the ωB97M-V functional and the def2-TZVPD basis

The value obtained for the energy relative to the best compared isomer or geometry (same formula, charge and spin) is 0.9 kJ/mol. The spin multiplicity is 6. As for the charge: +3. The orbital gap (spin up / spin down) is 8.132 / 4.737 eV. For the strongest force on any atom, the calculation gives 0.51 eV/Å.

XYZ file:
```
51
Properties=species:S:1:pos:R:3:mulliken_spin:R:1
Ir 0.0014 0.6386 -0.4285 2.68
O 3.0148 -1.1043 -1.1808 0.02
Cl 1.7439 -1.5655 -0.7533 0.03
O 1.6251 -2.9622 -0.6747 0.02
O 1.3774 -0.9189 0.5412 0.04
O 0.6874 -0.9993 -1.6903 0.08
C -2.6548 2.6669 0.7161 0.01
As -2.3485 0.8152 0.2630 0.12
C -3.6965 0.4379 -1.0646 0.02
C -2.8381 -0.2009 1.8413 -0.02
C -3.6860 0.4366 2.7381 -0.01
C -4.1049 -0.1950 3.9056 0.02
C -3.6627 -1.4708 4.2026 0.00
C -2.8008 -2.1204 3.3278 0.02
C -2.4104 -1.5069 2.1369 0.01
As -1.3264 -2.5942 0.9971 0.78
C -2.3637 -3.4431 -0.3866 0.06
C -0.4179 -3.9438 2.0099 0.03
H -3.7219 2.8397 0.8527 0.01
H -2.3063 3.2693 -0.1222 0.00
H -2.1059 2.9345 1.6167 0.01
H -4.6612 0.5737 -0.5742 0.00
H -3.6104 -0.5765 -1.4426 0.00
H -3.5937 1.1424 -1.8884 0.00
H -4.0341 1.4446 2.5523 0.00
H -4.7650 0.3253 4.5863 0.00
H -3.9762 -1.9650 5.1120 0.00
H -2.4522 -3.1127 3.5847 0.00
H -3.0064 -4.1605 0.1302 0.04
H -1.6974 -3.9606 -1.0736 -0.01
H -2.9689 -2.7152 -0.9169 -0.01
H -1.1453 -4.7170 2.2670 0.03
H 0.0228 -3.5045 2.9019 0.00
H 0.3590 -4.3725 1.3785 0.00
C 3.5331 3.8469 -0.1517 0.05
S 3.0194 2.1245 -0.2006 0.05
O 1.5031 2.1883 -0.3161 0.03
C 3.6997 1.6834 -1.7731 0.27
C 2.9124 1.5974 -2.9265 0.00
C 3.5371 1.2802 -4.1027 0.20
C 4.9392 0.9681 -4.1162 0.25
C 5.7182 1.0563 -2.9476 0.05
C 5.1047 1.3819 -1.7734 0.11
H 3.1402 4.3674 -1.0221 0.00
H 4.6220 3.8745 -0.1120 0.00
H 3.1198 4.2394 0.7768 0.00
H 1.8571 1.8363 -2.8952 0.00
H 2.9931 1.2755 -5.0386 0.01
H 5.3913 0.6355 -5.0430 0.00
H 6.7752 0.8313 -2.9812 0.01
H 5.6585 1.3980 -0.8420 0.00
```

C17H24B2N2O5 | the ωB97M-V functional and the def2-TZVPD basis

The orbital gap is 8.307 eV. As for the SMILES: O=[N+]([O-])c1ccccc1.O=[N+]([O-])c1ccccc1.CCCBB(O)CC. For the strongest force on any atom, the calculation gives 0.67 eV/Å.

XYZ file:
```
50
Properties=species:S:1:pos:R:3:mulliken_charge:R:1
O -2.5816 -1.9107 0.6640 -0.61
N -1.9351 -0.9032 0.8635 1.04
O -2.0331 0.1214 0.2158 -0.64
C -0.9513 -0.9215 1.9625 -0.15
C -0.7901 -2.0818 2.6927 -0.44
C 0.1550 -2.1022 3.7057 -0.45
C 0.9090 -0.9687 3.9734 -0.57
C 0.7226 0.1917 3.2310 -0.42
C -0.2142 0.2216 2.2127 -0.09
H -1.3839 -2.9558 2.4697 0.56
H 0.3039 -3.0052 4.2786 0.43
H 1.6498 -0.9898 4.7619 0.40
H 1.3108 1.0744 3.4421 0.42
H -0.3692 1.1111 1.6212 0.47
O -0.2683 -6.1433 1.5400 -0.62
N 0.6114 -5.3091 1.4980 1.05
O 0.9920 -4.6574 2.4527 -0.59
C 1.2523 -5.0448 0.1979 0.16
C 0.8178 -5.7428 -0.9121 -0.44
C 1.4120 -5.4753 -2.1341 -0.41
C 2.4203 -4.5254 -2.2262 -0.44
C 2.8416 -3.8390 -1.0952 -0.48
C 2.2549 -4.0961 0.1327 -0.29
H 0.0309 -6.4760 -0.8208 0.46
H 1.0841 -6.0079 -3.0159 0.37
H 2.8780 -4.3173 -3.1840 0.38
H 3.6269 -3.0994 -1.1684 0.38
H 2.5653 -3.5696 1.0225 0.47
C 1.0087 2.5258 -0.3696 -0.95
C 1.4108 3.3347 -1.6021 -0.47
C 1.1320 4.8464 -1.4382 -0.75
B -0.3287 5.1944 -1.9048 0.19
B -1.7746 4.5775 -1.2772 0.21
O -2.5758 5.4328 -0.5224 -0.56
C -2.2636 3.1085 -1.5380 0.14
C -3.7851 2.8907 -1.4526 -1.25
H 1.8418 2.4964 0.3355 0.41
H 0.1590 2.9705 0.1458 0.15
H 0.7767 1.4908 -0.6205 0.36
H 2.4842 3.2144 -1.7550 0.43
H 0.9286 2.9498 -2.5034 0.27
H 1.8486 5.4071 -2.0399 0.27
H 1.3051 5.1211 -0.3934 0.33
H -0.4287 5.9564 -2.8344 -0.16
H -2.8888 6.1863 -1.0263 0.30
H -1.8771 2.8058 -2.5173 0.28
H -1.7817 2.4233 -0.8358 -0.11
H -4.0491 2.5158 -0.4648 0.30
H -4.1201 2.1525 -2.1780 0.34
H -4.3337 3.8213 -1.5896 0.32
```

C17H24Cl5N3NaOTa | the ωB97M-V functional and the def2-TZVPD basis

The value obtained for the energy relative to the best compared isomer or geometry (same formula, charge and spin) is 307.7 kJ/mol. As for the charge: +2. The orbital gap is 4.554 eV. For the strongest force on any atom, the calculation gives 10.29 eV/Å.

XYZ file:
```
52
Properties=species:S:1:pos:R:3:mulliken_charge:R:1
N -1.8291 -0.4274 0.0636 -0.36
C -2.9321 -1.0584 0.4777 0.78
O -3.9062 -0.5072 1.0619 -0.45
Na -2.6523 1.2930 1.4716 0.92
Ta 0.0000 0.0000 0.0000 0.41
N 0.2936 1.7490 -0.9445 0.38
N 0.8780 -1.4893 -1.0598 0.15
C -0.3298 2.5134 -2.0549 1.05
C 0.2354 -2.4866 -1.9697 1.05
C -0.0459 4.0229 -1.8897 -1.66
C 0.2168 2.0187 -3.4136 -1.22
C -1.8508 2.2958 -2.0219 -1.38
C -0.4726 -3.5584 -1.1113 -1.27
C 1.2655 -3.1515 -2.9081 -1.69
C -0.7994 -1.7520 -2.8412 -1.29
H -0.3621 4.3680 -0.8888 0.35
H -0.6048 4.5978 -2.6479 0.44
H 1.0246 4.2577 -2.0169 0.41
H 1.3171 2.0975 -3.4519 0.36
H -0.1931 2.6188 -4.2452 0.47
H -0.0587 0.9637 -3.5710 0.11
H -2.0913 1.2200 -2.0507 0.30
H -2.3309 2.7953 -2.8807 0.48
H -2.2729 2.7386 -1.0971 0.14
H 0.2425 -4.0309 -0.4133 0.27
H -0.9026 -4.3551 -1.7458 0.51
H -1.2876 -3.0941 -0.5279 0.07
H 1.9885 -3.7800 -2.3605 0.42
H 1.8247 -2.3920 -3.4836 0.40
H 0.7379 -3.8029 -3.6262 0.43
H -1.3549 -2.4708 -3.4691 0.53
H -0.2945 -1.0268 -3.5030 0.16
H -1.5262 -1.2188 -2.2062 0.16
C 1.6939 2.0735 -0.6596 -1.22
H 2.1053 1.3318 0.0619 0.49
H 2.3460 2.0299 -1.5551 0.34
H 1.8173 3.0612 -0.1735 0.43
C 2.2423 -1.8030 -0.6397 -1.00
H 2.5574 -1.0911 0.1492 0.40
H 2.3297 -2.8179 -0.1942 0.39
H 2.9813 -1.7324 -1.4636 0.38
Cl 0.1086 -2.8251 2.0030 -0.12
C 0.3017 -1.3512 2.9168 0.54
C 0.2847 -0.1190 2.2500 -0.44
C 0.4174 1.0653 2.9915 0.54
Cl 0.3248 2.6124 2.1715 -0.08
C 0.5853 1.0195 4.3862 -0.03
Cl 0.7442 2.5168 5.3086 -0.12
C 0.6177 -0.2192 5.0469 0.29
Cl 0.8259 -0.2827 6.7989 -0.10
C 0.4721 -1.4067 4.3115 -0.02
Cl 0.4984 -2.9662 5.1393 -0.11
```

C17H24ClFO9S | the ωB97M-V functional and the def2-TZVPD basis

The orbital gap is 8.549 eV. As for the SMILES: CC(C)[C@H](C)COC1=C(CCCCS(=O)(=O)Cl)C(=O)OC1=O.O=C1OC[C@@H](F)O1. For the strongest force on any atom, the calculation gives 9.91 eV/Å.

XYZ file:
```
53
Properties=species:S:1:pos:R:3:mulliken_charge:R:1
C 3.2439 3.9885 0.8322 -1.10
C 2.8552 2.5795 0.0187 0.19
C 1.4753 2.0306 0.7227 -0.46
C 2.7210 2.9278 -1.5731 0.09
C 1.2903 3.7791 -1.7351 -0.95
C 2.5948 1.6434 -2.5766 -0.13
O 3.2834 0.4224 -2.1496 -0.46
C 2.4160 -0.4908 -1.3919 0.58
C 1.0974 -1.1118 -1.6774 0.22
C 0.2455 -0.9656 -3.0679 -1.07
C -1.0178 0.0767 -3.0097 -0.28
C -2.1440 -0.3479 -1.8712 -0.59
C -2.1993 0.8318 -0.6931 -0.07
S -2.5125 0.1597 1.0277 1.03
O -3.2840 1.2754 1.8339 -0.60
O -1.1253 0.0293 1.7333 -0.48
Cl -3.5949 -1.6320 1.0507 -0.16
C 0.8011 -1.9004 -0.2734 0.44
O -0.2973 -2.4849 0.2245 -0.53
O 1.9396 -1.8283 0.6733 -0.24
C 2.9889 -0.9786 0.0687 0.53
O 4.2383 -0.7689 0.5635 -0.55
H 3.7822 3.7615 1.8576 0.32
H 2.2096 4.5579 1.0077 0.26
H 3.8991 4.6227 0.0952 0.29
H 3.7225 1.8035 0.1436 0.32
H 0.7539 2.8849 1.1079 0.37
H 0.8253 1.3296 0.0446 -0.44
H 1.8000 1.4238 1.6825 0.27
H 3.5560 3.6847 -1.9498 0.45
H 1.1223 4.5612 -0.8816 0.27
H 0.3774 3.0145 -1.6562 0.11
H 1.2213 4.2485 -2.8223 0.31
H 3.1105 1.9689 -3.6034 0.25
H 1.4530 1.5158 -2.8240 -0.17
H 1.0094 -0.6911 -3.9374 0.33
H -0.2113 -2.0435 -3.2876 0.41
H -1.4721 0.1032 -4.1093 0.36
H -0.6984 1.1743 -2.7626 0.16
H -3.1904 -0.2537 -2.4359 0.28
H -2.0082 -1.4265 -1.4389 0.39
H -3.0954 1.5822 -0.9351 0.39
H -1.2328 1.4958 -0.6609 -0.34
O -5.2392 -5.5913 2.3672 -0.55
C -4.3326 -5.1406 3.0475 0.59
O -3.3996 -4.2508 2.5902 -0.20
C -2.6178 -3.8818 3.7085 -0.39
C -2.8081 -5.0368 4.6312 0.33
F -2.7554 -4.6369 5.9216 -0.28
O -4.1210 -5.4679 4.3532 -0.30
H -2.9977 -2.9417 4.1225 0.27
H -1.5707 -3.7430 3.4262 0.26
H -2.1071 -5.8622 4.4676 0.29
```

C17H24ClN5O | the ωB97M-V functional and the def2-TZVPD basis

The orbital gap is 8.710 eV. As for the SMILES: CC(C)CCc1noc(CN2CCN(c3ccc(Cl)cn3)CC2)n1. For the strongest force on any atom, the calculation gives 1.26 eV/Å.

XYZ file:
```
48
Properties=species:S:1:pos:R:3:mulliken_charge:R:1
C -4.2974 -2.1748 -0.5849 -1.52
C -3.3936 -1.9212 0.6187 0.52
C -4.0819 -0.9652 1.5912 -1.42
C -2.0445 -1.3326 0.1971 -0.22
C -1.1955 -2.2916 -0.6440 -0.96
C 0.1570 -1.7314 -0.8590 0.86
N 0.5261 -1.0944 -1.9334 -0.70
O 1.8411 -0.7880 -1.7368 -0.04
C 2.1697 -1.2666 -0.5305 1.20
C 3.5806 -1.2022 -0.0366 -1.34
N 4.1222 0.1011 0.2803 0.11
C 4.0549 1.0778 -0.7965 -0.90
C 2.9411 2.1209 -0.5734 -0.70
N 1.8518 1.5269 0.1647 0.42
C 0.5391 1.7984 -0.0852 0.70
C 0.0488 2.1085 -1.3674 -0.38
C -1.2984 2.3326 -1.5251 -0.86
C -2.1288 2.2487 -0.4106 0.43
Cl -3.8312 2.5278 -0.5602 -0.21
C -1.5705 1.9149 0.8099 -0.79
N -0.2805 1.6932 0.9661 -0.36
C 2.2025 1.1075 1.5100 -0.61
C 3.6763 0.6705 1.5330 -1.03
N 1.1699 -1.8527 0.0515 -0.66
H -3.8728 -2.9242 -1.2476 0.39
H -4.4401 -1.2546 -1.1472 0.29
H -5.2718 -2.5291 -0.2557 0.46
H -3.2145 -2.8730 1.1322 0.34
H -3.4561 -0.7851 2.4624 0.37
H -4.2787 -0.0127 1.1045 0.19
H -5.0293 -1.3796 1.9287 0.46
H -1.4774 -1.0635 1.0911 0.52
H -2.2139 -0.4208 -0.3773 -0.20
H -1.0908 -3.2426 -0.1187 0.33
H -1.6568 -2.4549 -1.6172 0.37
H 4.2178 -1.6408 -0.8143 0.35
H 3.6385 -1.8269 0.8565 0.34
H 3.8962 0.5547 -1.7395 0.31
H 5.0210 1.5941 -0.8507 0.42
H 3.3394 2.9727 -0.0020 0.36
H 2.5894 2.4986 -1.5307 0.32
H 0.6989 2.1384 -2.2261 0.29
H -1.7097 2.5606 -2.4963 0.42
H -2.1759 1.8186 1.7003 0.40
H 2.0270 1.9165 2.2314 0.58
H 1.5447 0.2771 1.7764 0.41
H 3.8324 -0.0601 2.3282 0.43
H 4.3240 1.5287 1.7328 0.32
```